*one*
{
  "formula": "C11H15NO5",
  "method": "wB97M-V/def2-TZVPD",
  "orbital_gap_ev": 9.130,
  "molar_mass_g_mol": 241.24,
  "smiles": "CCOC(=O)C1=C(C)N(C)C(=O)[C@H]1CC(=O)O",
  "homo_ev": -8.558,
  "symbols": ["C", "C", "O", "C", "O", "C", "C", "C", "N", "C", "C", "O", "C", "C", "C", "O", "O", "H", "H", "H", "H", "H", "H", "H", "H", "H", "H", "H", "H", "H", "H", "H"],
  "positions_angstrom": [[3.1573, 2.6947, -0.8654], [1.6424, 2.9506, -1.1292], [0.8993, 1.9639, -0.3871], [0.8684, 0.6995, -0.8974], [1.2658, 0.4135, -2.0232], [0.2113, -0.4109, -0.1633], [-0.0911, -0.4819, 1.1838], [0.1994, 0.5193, 2.3071], [-0.6887, -1.7209, 1.4662], [-0.9120, -2.2065, 2.8392], [-0.7926, -2.5028, 0.3358], [-1.2134, -3.6471, 0.3411], [-0.3047, -1.6666, -0.8450], [-1.3666, -1.4412, -1.9434], [-2.5219, -0.5122, -1.5140], [-3.2512, -0.9438, -0.6317], [-2.6865, 0.6618, -2.0800], [3.8040, 3.3847, -1.4659], [3.3728, 2.8044, 0.1947], [3.3780, 1.6889, -1.1854], [1.3615, 2.9179, -2.1884], [1.3695, 3.9379, -0.7593], [0.7605, 0.0341, 3.0922], [-0.7176, 0.9173, 2.7876], [0.7259, 1.3998, 1.9262], [-1.6377, -3.0177, 2.8397], [-1.2456, -1.4060, 3.5206], [0.0646, -2.5541, 3.2349], [0.5248, -2.1918, -1.2924], [-1.8799, -2.3667, -2.2736], [-0.8654, -1.0119, -2.8117], [-3.4305, 1.0938, -1.6129]]
}

*two*
{
  "formula": "C11H15NO5",
  "method": "wB97M-V/def2-TZVPD",
  "orbital_gap_ev": 9.282,
  "molar_mass_g_mol": 241.24,
  "homo_ev": -8.745,
  "symbols": ["C", "H", "O", "C", "C", "C", "C", "C", "C", "O", "C", "H", "H", "C", "O", "H", "H", "C", "H", "H", "O", "C", "O", "N", "H", "H", "H", "H", "H", "H", "H", "H"],
  "positions_angstrom": [[-2.7036, -1.9428, -1.5790], [-2.4034, -3.0176, -1.7780], [-1.8559, -1.4508, -0.5635], [-2.0414, -0.2705, -0.1478], [-2.8160, 0.5534, -0.9340], [-2.9719, 1.9415, -0.2523], [-2.3345, 2.2532, 1.0161], [-1.5041, 1.4525, 1.3836], [-1.4370, 0.1511, 0.9451], [-0.6223, -0.7773, 1.8184], [0.1648, -1.4702, 1.2749], [0.2947, -2.3188, 1.9332], [-0.1749, -2.3470, 0.2676], [1.6107, -0.9679, 0.9352], [2.4668, -2.1483, 0.6314], [3.2378, -1.8195, 0.5097], [1.9345, -0.5580, 1.7804], [1.4797, -0.2544, -0.3008], [1.8795, -0.7209, -1.3066], [0.4906, 0.2689, -0.3963], [2.3203, 0.9414, -0.4370], [3.5778, 0.8313, -0.2238], [4.2231, -0.2342, -0.3437], [4.2988, 1.9585, -0.2192], [5.3632, 2.0722, -0.6477], [3.9428, 2.7992, -0.3821], [-0.9348, 1.4934, 2.4061], [-2.2668, 3.5483, 1.2028], [-3.5891, 2.7193, -0.7267], [-3.3526, 0.4353, -1.6043], [-2.4174, -1.3086, -2.6186], [-3.8593, -1.8132, -1.6433]]
}

Relative energies, hartree: *one* 0.0000; *two* 0.4303.